i:
The following is a quantum chemistry calculation of C15H24Cl2HfNO2P as an isolated structure, from the Open Molecules 2025 dataset.

Calculated values
Kohn-Sham gap (spin up / spin down) = 4.35 / 4.34 eV
Total charge = +2

Positions of all 46 atoms, in Å:
C -1.86845 -3.72391 -0.34829
C -1.62691 -2.86771 -1.42126
C -0.87723 -1.67969 -1.26104
C -0.38350 -1.33266 0.00128
C -0.66785 -2.16706 1.08878
C -1.37050 -3.36947 0.90715
C -0.53452 -0.91462 -2.53413
C -0.69438 0.62244 -2.54833
N -0.70942 1.32131 -1.21650
Hf 1.04780 0.57070 0.09268
C -0.15872 -1.83545 2.46518
P 0.16966 0.02620 2.57414
H -2.03707 -3.11051 -2.40368
H -1.53264 -3.99603 1.78678
H -2.40211 -4.67299 -0.47968
H 0.82436 -2.30951 2.63829
H -0.83978 -2.13946 3.28034
H 0.49790 -1.16944 -2.85974
H -1.19590 -1.24348 -3.35648
H 0.12551 1.06257 -3.14124
C 0.90290 0.01552 4.23714
C -1.51861 0.59117 3.04270
H -1.65524 0.90447 -3.01093
C -2.04221 1.21996 -0.56408
C -0.51270 2.77454 -1.48900
H 1.96311 -0.47069 1.17844
H -2.76310 1.67533 -1.25756
H -2.33602 0.18701 -0.37445
H -2.04310 1.76331 0.39388
H -1.36519 3.11350 -2.10114
H -0.46624 3.35428 -0.55879
H 0.41757 2.95249 -2.03898
H -1.82550 0.20933 4.03147
H -1.55793 1.68984 3.05835
H -2.27597 0.28185 2.31163
H 0.24851 -0.50777 4.95210
H 1.87529 -0.48245 4.20554
H 1.08309 1.04789 4.55640
H 0.63986 1.82685 1.26521
Cl 4.94461 -0.14290 -2.46189
C 4.15285 1.42724 -2.72374
Cl 2.73628 1.30716 -3.81050
C 3.71938 1.92902 -1.33014
O 4.42025 2.76156 -0.79059
O 2.62140 1.36063 -0.82155
H 4.87045 2.13963 -3.16376

Atom charges from the Löwdin analysis, given in e for atoms 1 to 4: 0.028, 0.017, -0.233, -0.160

ii:
The following is a quantum chemistry calculation of C15H24Cl2HfNO2P as an isolated structure, from the Open Molecules 2025 dataset.

Calculated values
Kohn-Sham gap (spin up / spin down) = 4.71 / 4.72 eV
Total charge = +2

Positions of all 46 atoms, in Å:
C 4.86832 -0.40378 -1.40451
C 3.86840 -0.29672 -2.37076
C 2.49877 -0.17746 -2.02226
C 2.11780 -0.24515 -0.67687
C 3.10510 -0.41908 0.30008
C 4.46327 -0.47984 -0.06629
C 1.51652 0.13110 -3.15764
C 0.17815 -0.65836 -3.22659
N -0.29527 -1.34993 -1.97015
Hf -0.19868 0.11342 -0.21743
C 2.73124 -0.46593 1.75594
P 0.90843 -0.96679 1.90947
H 4.16425 -0.30783 -3.41912
H 5.19426 -0.60552 0.73523
H 5.94443 -0.38416 -1.65733
H 2.77543 0.56126 2.15799
H 3.36848 -1.09947 2.40335
H 1.31763 1.23241 -3.20603
H 1.97082 -0.12384 -4.13767
H -0.62749 0.04593 -3.52267
C 0.85470 -0.77676 3.71566
C 1.02407 -2.82023 1.87481
H 0.26141 -1.48530 -3.95517
C 0.41575 -2.62921 -1.70553
C -1.72499 -1.73055 -2.20881
H 0.53077 0.88399 1.20397
H 0.26610 -3.28301 -2.58107
H 1.48613 -2.47639 -1.56723
H 0.01329 -3.10799 -0.79214
H -1.75330 -2.42100 -3.07846
H -2.18625 -2.21512 -1.33010
H -2.32346 -0.84003 -2.43847
H 1.60844 -3.24797 2.71427
H 0.03153 -3.30037 1.85204
H 1.47879 -3.20778 0.95270
H 1.70331 -1.31738 4.16619
H 0.92996 0.27974 3.96632
H -0.11433 -1.08822 4.12033
H -0.83242 -1.16866 0.84658
Cl -1.24025 4.14635 -1.47474
C -2.54639 3.03830 -2.00900
Cl -2.04722 2.04171 -3.43351
C -2.81366 2.09465 -0.81601
O -3.83644 2.21025 -0.16581
O -1.81051 1.22176 -0.55435
H -3.47194 3.59609 -2.29681

Atom charges from the Löwdin analysis, given in e for atoms 1 to 4: 0.006, 0.000, -0.245, -0.197

From most stable to least stable, the computed energies give ii, i.

i:
The following is a quantum chemistry calculation of one molecule with the formula C3H5F, from the Open Molecules 2025 dataset.

Calculated values
Kohn-Sham gap (spin up / spin down) = 8.58 / 8.42 eV
Total charge = 0

Positions of all 9 atoms, in Å:
C 1.04130 0.08070 0.43012
C -0.26780 -0.55936 0.45235
C -0.75368 0.22788 -0.73216
F -0.40080 -0.06990 -1.93718
H 1.02476 0.94400 1.03601
H 1.82021 0.00512 -0.28377
H -0.37924 -1.60635 0.42030
H -0.79491 -0.11954 1.29605
H -1.28984 1.09745 -0.68171

Atom charges from the Löwdin analysis, given in e for atoms 1 to 4: 0.015, -0.297, -0.133, 0.052

ii:
The following is a quantum chemistry calculation of one molecule with the formula C3H5F, from the Open Molecules 2025 dataset.

Calculated values
Kohn-Sham gap (spin up / spin down) = 8.88 / 9.09 eV
Structure (SMILES) = C/C=C/F
Total charge = 0

Positions of all 9 atoms, in Å:
C -0.09460 -0.50191 -0.45219
C -1.45455 0.36139 0.10343
C 1.19414 0.12409 0.00906
F -2.66569 -0.16943 -0.12009
H -0.11898 -1.60678 -0.64448
H -1.34307 1.24062 0.78128
H 1.15479 1.07171 -0.33766
H 1.36217 -0.01048 1.11638
H 1.96579 -0.50923 -0.45573

Atom charges from the Löwdin analysis, given in e for atoms 1 to 4: -0.073, -0.070, -0.181, -0.033

From most stable to least stable, the computed energies give i, ii.

i:
The following is a quantum chemistry calculation of an isolated ion of composition C3H5N2O2S and charge +1, from the Open Molecules 2025 dataset.

Calculated values
Kohn-Sham gap = 9.43 eV
Total charge = +1

Positions of all 13 atoms, in Å:
C 0.58478 1.72548 0.32494
C 1.95659 -0.10164 -0.34707
C -1.48425 -0.18774 0.13631
N 1.65453 1.08776 0.34887
N 1.14595 -1.02996 -0.44424
O -2.38320 -0.91057 -0.46468
O -0.96611 -0.57203 1.26823
S -0.86875 1.24232 -0.62418
H 0.47930 2.63552 1.06094
H 2.97212 -0.13993 -0.68770
H 1.34914 -1.89578 -0.93866
H -2.85599 -0.54018 -1.13665
H -1.58411 -1.31327 1.50388

Atom charges from the Löwdin analysis, given in e for atoms 1 to 4: -0.393, -0.263, -0.670, 0.060

ii:
The following is a quantum chemistry calculation of an isolated ion of composition C3H5N2O2S and charge +1, from the Open Molecules 2025 dataset.

Calculated values
Kohn-Sham gap (spin up / spin down) = 8.47 / 8.47 eV
Structure (SMILES) = O=S(=O)=C1CNC=[NH+]1
Total charge = +1

Positions of all 13 atoms, in Å:
C 1.19346 1.02380 -0.20581
C -0.59868 -0.13833 0.68582
C 0.48677 -1.07031 0.13391
N 1.36432 -0.20033 -0.61387
N 0.09080 1.12501 0.53223
O -2.57705 1.17599 -0.31400
O -2.96379 -1.22337 -0.07344
S -2.07603 -0.11589 -0.15721
H 1.96819 1.70761 -0.53896
H 0.98918 -1.61845 0.94565
H 0.14193 -1.98226 -0.50811
H 2.19701 -0.55486 -1.05419
H -0.21611 1.87140 1.16798

Atom charges from the Löwdin analysis, given in e for atoms 1 to 4: -0.028, -0.260, -0.151, 0.101

From most stable to least stable, the computed energies give i, ii.

i:
The following is a quantum chemistry calculation of a 2-piece molecular cluster, C8H14NO2 overall, from the Open Molecules 2025 dataset.

Calculated values
Kohn-Sham gap = 10.32 eV
Total charge = +1

Positions of all 25 atoms, in Å:
C 3.19262 0.09955 0.07301
C -1.58220 1.95440 0.77528
C -0.96414 0.62868 1.23027
C -1.46737 1.83422 -0.74956
C -0.26296 0.00930 0.08981
C 0.22914 -1.20645 -0.06982
C 0.16485 -2.23434 1.13104
C 0.73899 -1.68141 -1.35027
N -0.30516 1.03923 -1.00335
O 2.47944 0.96434 -0.23982
O 3.86618 -0.79705 0.36675
H -2.54004 2.14721 1.20429
H -0.98291 2.79004 1.14491
H -0.37726 0.65672 2.15021
H -1.73519 0.05039 1.66214
H -2.32145 1.48577 -1.35743
H -1.36736 2.94587 -1.14862
H -0.26398 -1.65818 2.05020
H 1.09666 -2.80703 1.30083
H -0.56211 -2.94529 0.69863
H 0.09870 -1.39511 -2.19404
H 0.75083 -2.82658 -1.33096
H 1.79851 -1.32688 -1.58358
H -0.15340 0.58578 -1.99659
H 0.46963 1.68684 -0.85334

Atom charges from the Löwdin analysis, given in e for atoms 1 to 4: -0.392, -0.113, -0.135, -0.150

ii:
The following is a quantum chemistry calculation of an isolated ion of composition C8H14NO2 and charge +1, from the Open Molecules 2025 dataset.

Calculated values
Kohn-Sham gap = 10.49 eV
Structure (SMILES) = CO[N+]1=CCOCC12CCC2
Total charge = +1

Positions of all 25 atoms, in Å:
C -1.48957 1.08554 0.13976
C -0.76642 2.43859 0.18124
C 2.23295 -1.43318 0.40611
C 1.36695 -1.23547 -0.84409
C 1.53816 -0.21570 1.09921
C 1.02775 1.39984 -0.67960
C 0.79178 0.04512 -0.19426
C -2.82298 -1.57062 0.08038
N -0.85447 -0.00468 -0.09567
O 0.55538 2.38741 0.23993
O -1.40346 -1.25178 0.01506
H -2.64976 0.95962 0.10238
H -1.17512 3.14653 -0.60840
H -1.19631 3.06467 0.97075
H 2.20472 -2.50534 0.66406
H 3.36771 -1.21098 0.34929
H 1.98559 -1.11528 -1.82436
H 0.69027 -2.12998 -1.06015
H 0.95252 -0.57957 1.95129
H 2.06778 0.67698 1.49844
H 2.17034 1.40608 -0.81097
H 0.80877 1.52741 -1.76721
H -3.24125 -1.28984 -0.88971
H -3.26470 -0.96300 0.84340
H -2.89662 -2.63237 0.23313

Atom charges from the Löwdin analysis, given in e for atoms 1 to 4: 0.091, -0.214, -0.145, -0.094

From most stable to least stable, the computed energies give i, ii.

i:
The following is a quantum chemistry calculation of an isolated ion of composition C7H12I2NO and charge +1, from the Open Molecules 2025 dataset.

Calculated values
Kohn-Sham gap (spin up / spin down) = 7.39 / 6.79 eV
Total charge = +1

Positions of all 23 atoms, in Å:
C 0.13773 2.69018 0.67543
C -0.36463 0.57794 0.37079
C 1.84039 1.19466 -0.28191
C 1.36996 2.72319 -0.00497
C -2.16661 -0.56826 1.83789
C -0.05424 0.31670 -1.85744
C -0.68629 -0.35968 1.35413
N 0.65087 0.24651 -0.49899
O -0.03188 -1.60929 0.99243
I -1.34380 3.98576 0.76208
I 1.43339 3.87512 -2.06706
H 2.57185 0.96815 -1.11513
H 2.19943 0.89851 0.71233
H 2.06310 3.31602 0.56187
H -2.49027 0.36296 2.13469
H -2.14979 -1.48389 2.57602
H -2.66057 -0.90598 0.84495
H -0.14605 1.37172 -2.05145
H 0.76470 0.10751 -2.63836
H -0.88516 -0.36578 -1.80119
H -0.26427 -0.06430 2.35465
H 0.74881 -0.81462 -0.26175
H -0.24256 -2.18222 1.76169

Atom charges from the Löwdin analysis, given in e for atoms 1 to 4: -0.725, -0.058, -0.091, -0.665

ii:
The following is a quantum chemistry calculation of C7H12I2NO as an isolated structure, from the Open Molecules 2025 dataset.

Calculated values
Kohn-Sham gap (spin up / spin down) = 7.23 / 7.36 eV
Total charge = +1

Positions of all 23 atoms, in Å:
C -1.80507 0.94502 -0.33380
C 0.08049 0.28663 -0.24319
C -1.63488 -1.23392 0.22483
C -2.47334 -0.01040 0.45744
C 2.02101 1.81565 -0.42022
C 0.71531 -1.51817 1.28086
C 1.17264 0.79169 -1.17596
N -0.17504 -1.02531 0.11872
O 1.87447 -0.38031 -1.68054
I -2.04932 2.96477 -0.35555
I -2.28732 0.45273 2.79351
H -1.91081 -1.94237 1.01265
H -1.93362 -1.73589 -0.79707
H -3.63890 -0.02159 0.32497
H 1.36500 2.70199 -0.22469
H 2.90105 2.15088 -0.97921
H 2.42665 1.42116 0.47924
H 0.70275 -0.66176 2.01095
H 0.34003 -2.52236 1.59872
H 1.75728 -1.55540 1.03303
H 0.66015 1.33059 -1.96181
H 0.00370 -1.76070 -0.51810
H 1.88777 -0.49294 -2.64479

Atom charges from the Löwdin analysis, given in e for atoms 1 to 4: -0.691, -0.003, -0.235, -0.654

From most stable to least stable, the computed energies give ii, i.

i:
The following is a quantum chemistry calculation of one molecule with the formula C3H2O3, from the Open Molecules 2025 dataset.

Calculated values
Kohn-Sham gap = 8.65 eV
Structure (SMILES) = O=CC(=O)C=O
Total charge = 0

Positions of all 8 atoms, in Å:
O 1.76530 -0.41446 -0.85552
C 1.09434 -0.76333 0.08083
C -0.36808 -0.34931 0.22991
O -1.16910 -1.10516 0.72752
C -0.81554 1.03037 -0.25523
O -0.04381 1.93426 -0.43629
H 1.45189 -1.46518 0.86300
H -1.91499 1.13281 -0.35422

Atom charges from the Löwdin analysis, given in e for atoms 1 to 4: 0.104, -0.160, -0.292, 0.131

ii:
The following is a quantum chemistry calculation of C3H2O3 as an isolated structure, from the Open Molecules 2025 dataset.

Calculated values
Kohn-Sham gap (spin up / spin down) = 8.01 / 8.01 eV
Total charge = 0

Positions of all 8 atoms, in Å:
O 0.95624 -1.55903 1.52215
C 0.46435 -0.62080 1.07118
C -0.47839 -0.52192 -0.70589
O -0.99422 -1.51437 -1.08910
C -0.23064 0.86053 -0.75640
O -0.33870 1.53022 0.33712
H 0.13197 0.65714 1.15091
H 0.48938 1.16823 -1.52995

Atom charges from the Löwdin analysis, given in e for atoms 1 to 4: 0.179, -0.019, -0.234, 0.153

iii:
The following is a quantum chemistry calculation of C3H2O3 as an isolated structure, from the Open Molecules 2025 dataset.

Calculated values
Kohn-Sham gap = 8.19 eV
Total charge = 0

Positions of all 8 atoms, in Å:
C -0.74363 0.96452 0.72346
C -0.10370 -0.10841 -0.16398
C 0.92552 -0.99135 0.50970
H -0.34056 0.93604 1.74242
H 0.60856 -1.29402 1.77877
O -1.57754 1.78225 0.34852
O -0.41655 -0.25269 -1.32680
O 1.90195 -1.38339 -0.26375

Atom charges from the Löwdin analysis, given in e for atoms 1 to 4: -0.160, -0.334, -0.108, 0.110

iv:
The following is a quantum chemistry calculation of one molecule with the formula C3H2O3, from the Open Molecules 2025 dataset.

Calculated values
Kohn-Sham gap = 8.79 eV
Structure (SMILES) = O=CC(=O)C=O
Total charge = 0

Positions of all 8 atoms, in Å:
O -1.59904 -0.34204 1.30187
C -1.01902 0.56671 0.77502
C 0.00974 0.34893 -0.28938
O 0.08974 1.12749 -1.20844
C 1.04464 -0.86720 -0.44174
O 1.44209 -1.63147 0.39240
H -1.24622 1.61157 1.02667
H 1.27807 -0.81399 -1.55640

Atom charges from the Löwdin analysis, given in e for atoms 1 to 4: 0.110, -0.173, -0.274, 0.115

From most stable to least stable, the computed energies give i, iv, iii, ii.